Record 1
Density functional theory data (the ωB97M-V functional and the def2-TZVPD basis) for a cluster of 12 separate species, C33H62N13OPS2 in total at a distorted geometry.

Element x y z (Å)
C -2.734 -3.879 -4.970
C -3.203 -3.320 -3.624
S -1.865 -2.785 -2.521
C -1.799 -1.017 -2.884
P -0.890 0.028 -1.504
C -2.117 -0.431 -0.208
C -2.752 0.786 0.521
C -4.279 0.733 0.618
S -5.201 1.475 -0.743
C 0.058 1.202 -0.281
N 0.356 0.586 1.014
C 1.728 0.702 1.499
C 0.679 -0.894 -1.810
C 1.684 -0.315 -2.842
O 2.737 0.239 -2.040
C 1.196 0.679 -3.915
N 1.392 2.093 -3.562
H -3.419 -4.658 -5.316
H -2.692 -3.075 -5.712
H -1.731 -4.306 -4.871
H -3.826 -2.432 -3.789
H -3.769 -4.079 -3.075
H -2.824 -0.627 -2.931
H -1.344 -0.865 -3.867
H -1.198 1.177 -2.274
H -1.607 -1.071 0.525
H -2.892 -1.055 -0.662
H -2.363 0.824 1.547
H -2.490 1.722 0.016
H -4.620 -0.300 0.727
H -4.628 1.313 1.479
H -5.073 0.489 -1.623
H -0.469 2.164 -0.177
H 1.018 1.449 -0.751
H -0.273 0.935 1.724
H 2.347 -0.133 1.154
H 1.737 0.685 2.594
H 2.212 1.636 1.184
H 1.201 -0.915 -0.846
H 0.467 -1.937 -2.072
H 2.079 -1.174 -3.405
H 3.511 0.385 -2.596
H 0.151 0.462 -4.159
H 1.761 0.481 -4.836
H 0.604 2.616 -3.934
H 1.355 2.202 -2.558
C 3.906 -2.314 3.961
C 3.550 -0.959 4.349
N 3.274 0.127 4.650
H 4.672 -2.257 3.190
H 4.286 -2.852 4.828
H 3.034 -2.834 3.570
C -2.519 -6.169 -0.170
C -2.341 -6.362 -1.599
N -2.205 -6.482 -2.739
H -3.507 -5.769 0.039
H -2.397 -7.117 0.351
H -1.783 -5.457 0.197
C 7.421 0.592 2.924
C 6.652 -0.404 2.198
N 6.024 -1.186 1.626
H 7.459 0.324 3.979
H 8.432 0.649 2.526
H 6.948 1.566 2.820
C 9.606 3.238 5.511
C 9.719 3.019 4.080
N 9.802 2.878 2.937
H 10.049 2.404 6.053
H 10.120 4.158 5.782
H 8.558 3.318 5.795
C 8.220 6.666 3.979
C 9.110 6.689 5.128
N 9.816 6.672 6.041
H 8.282 5.696 3.487
H 7.196 6.843 4.301
H 8.513 7.440 3.271
C -3.535 4.613 -3.418
C -2.338 3.996 -3.962
N -1.390 3.504 -4.396
H -3.622 5.633 -3.788
H -4.410 4.042 -3.717
H -3.480 4.623 -2.332
C 8.714 4.967 9.114
C 7.967 3.864 8.533
N 7.383 2.988 8.042
H 8.846 4.800 10.181
H 9.688 5.050 8.635
H 8.174 5.899 8.959
C -8.553 1.394 0.599
C -9.955 1.528 0.960
N -11.068 1.637 1.248
H -8.090 0.627 1.217
H -8.452 1.098 -0.443
H -8.037 2.339 0.756
C -6.861 -3.827 -4.238
C -6.997 -2.426 -3.894
N -7.090 -1.311 -3.617
H -6.088 -3.935 -4.999
H -6.576 -4.391 -3.351
H -7.804 -4.216 -4.620
C -4.423 -1.760 3.575
C -3.985 -2.977 2.912
N -3.652 -3.947 2.385
H -4.556 -1.942 4.639
H -3.682 -0.975 3.434
H -5.371 -1.437 3.148
C -4.732 -5.347 -8.327
C -4.980 -4.014 -7.803
N -5.157 -2.953 -7.368
H -5.366 -5.529 -9.192
H -3.688 -5.436 -8.622
H -4.947 -6.091 -7.562

=====

Record 2
Density functional theory data (the ωB97M-V functional and the def2-TZVPD basis) for a cluster of 4 separate species, C33H63B2BrFN4O10S4 in total at a distorted geometry.

* charge: +1

Element x y z (Å)
C 0.271 -2.561 2.973
C -0.530 -1.803 1.784
S -0.867 -2.994 0.396
C -2.314 -2.278 -0.558
N -1.988 -1.428 -1.707
C -1.527 -0.091 -1.395
N -2.414 0.704 -0.759
C -2.173 2.109 -0.339
C -1.288 2.244 1.026
O -2.140 2.172 2.222
C -2.566 3.517 2.529
O -2.379 4.062 3.635
N -0.222 0.426 -1.775
C -0.221 1.410 -2.876
C 0.503 2.812 -2.582
C 1.198 2.961 -1.160
N 0.919 4.280 -0.470
C 1.941 4.516 0.605
C 1.792 3.527 1.855
C 0.801 3.795 3.034
C 0.587 2.853 4.241
C 1.390 1.534 4.349
C 2.422 1.245 3.216
C 2.638 2.202 1.989
O 3.623 1.793 1.044
C 0.719 -0.718 -1.913
B 2.265 -0.216 -2.212
O 2.703 0.367 -3.448
O 3.284 -0.301 -1.165
C 4.300 -1.286 -1.499
C 0.218 -1.955 -2.783
C 1.006 -2.257 -4.149
C 2.309 -3.212 -3.938
O 2.319 -4.220 -3.211
Br 4.034 -2.737 -4.859
C -1.416 -2.045 -2.922
C -1.715 -3.618 -3.116
C -3.225 -4.072 -3.300
C -3.612 -4.585 -4.800
F -4.263 -3.168 -2.891
B -1.998 -1.292 -4.250
C -1.919 -1.874 -5.792
O -2.761 -0.036 -4.214
H 0.610 -1.747 3.712
H -0.396 -3.323 3.513
H 1.188 -3.088 2.534
H -1.537 -1.434 2.178
H 0.060 -0.887 1.422
H -2.858 -1.620 0.225
H -3.018 -3.156 -0.724
H -3.345 0.304 -0.532
H -1.773 2.794 -1.172
H -3.201 2.558 -0.057
H -0.850 3.303 0.993
H -0.483 1.443 1.109
H -3.064 4.087 1.660
H -1.329 1.681 -3.080
H 0.160 1.021 -3.898
H -0.257 3.676 -2.711
H 1.307 2.988 -3.388
H 2.348 2.968 -1.341
H 0.965 2.157 -0.388
H 1.144 4.987 -1.193
H 1.925 5.600 0.997
H 2.987 4.394 0.122
H 0.191 4.757 3.002
H -0.172 3.108 5.058
H 1.290 0.800 5.217
H 3.025 0.271 3.306
H 3.232 1.838 0.143
H 0.821 -1.113 -0.825
H 3.384 1.060 -3.315
H 5.034 -0.861 -2.279
H 3.865 -2.302 -1.832
H 4.861 -1.515 -0.514
H 0.452 -2.898 -2.146
H 1.274 -1.311 -4.760
H 0.404 -2.897 -4.904
H -1.137 -4.065 -4.013
H -1.286 -4.201 -2.211
H -3.368 -5.025 -2.655
H -3.927 -3.737 -5.491
H -4.516 -5.290 -4.661
H -2.751 -5.226 -5.188
H -1.248 -1.218 -6.460
H -1.542 -2.948 -5.849
H -2.993 -1.818 -6.220
H -3.701 -0.246 -3.975
C 4.634 -3.903 5.347
S 2.840 -4.066 5.222
O 2.302 -2.753 4.749
C 2.539 -4.165 7.000
H 5.040 -3.787 4.341
H 4.888 -3.026 5.944
H 5.051 -4.803 5.803
H 2.924 -3.271 7.494
H 3.024 -5.056 7.402
H 1.463 -4.235 7.164
C -5.012 -4.955 1.561
S -4.714 -3.625 2.745
O -3.841 -2.614 2.073
C -3.667 -4.592 3.852
H -5.624 -4.563 0.747
H -4.063 -5.316 1.159
H -5.545 -5.769 2.054
H -2.802 -4.975 3.307
H -4.244 -5.419 4.271
H -3.327 -3.943 4.660
C 0.337 9.012 0.549
S 1.618 8.764 -0.699
O 1.951 7.305 -0.716
C 2.930 9.606 0.211
H -0.578 8.527 0.206
H 0.649 8.569 1.497
H 0.154 10.080 0.676
H 3.080 9.126 1.180
H 2.662 10.655 0.349
H 3.850 9.542 -0.372

=====

| no. | HOMO (eV) |
| --- | --- |
| 1 | -7.12 |
| 2 | -9.80 |